No. 1
{"formula": "C58H52CoN3O4S", "method": "the ωB97M-V functional and the def2-TZVPD basis", "elements": ["Co", "C", "C", "C", "C", "N", "C", "C", "C", "C", "C", "C", "N", "H", "H", "H", "H", "H", "H", "H", "H", "C", "C", "C", "C", "C", "C", "C", "C", "S", "C", "N", "C", "C", "C", "C", "C", "C", "C", "C", "H", "H", "H", "H", "H", "H", "H", "H", "H", "H", "H", "H", "H", "H", "H", "H", "C", "C", "C", "O", "C", "C", "O", "C", "O", "C", "C", "C", "C", "C", "C", "C", "C", "C", "C", "C", "C", "C", "O", "C", "C", "C", "C", "C", "C", "C", "C", "C", "C", "C", "C", "H", "H", "H", "H", "H", "H", "H", "H", "H", "H", "H", "H", "H", "H", "H", "H", "H", "H", "H", "H", "H", "H", "H", "H", "H", "H", "H", "H"], "positions_angstrom": [[0.814, 1.644, 0.498], [0.140, 1.921, 4.910], [1.453, 1.945, 5.407], [2.498, 1.921, 4.527], [2.254, 1.851, 3.136], [0.966, 1.838, 2.681], [-0.036, 1.878, 3.545], [3.273, 1.787, 2.146], [4.651, 1.762, 2.460], [5.594, 1.701, 1.474], [5.157, 1.647, 0.140], [3.804, 1.660, -0.108], [2.863, 1.739, 0.832], [-0.708, 1.935, 5.574], [1.632, 1.988, 6.471], [3.512, 1.947, 4.890], [-1.029, 1.890, 3.115], [4.961, 1.788, 3.492], [6.647, 1.687, 1.709], [5.860, 1.593, -0.674], [3.458, 1.599, -1.128], [1.820, -3.537, -4.394], [0.594, -2.722, -3.960], [-0.556, -2.949, -4.952], [0.103, -3.235, -2.606], [0.957, -1.244, -3.934], [1.291, -0.595, -5.132], [1.561, 0.758, -5.192], [1.500, 1.493, -4.024], [1.651, 3.215, -3.778], [1.387, 2.957, -2.057], [1.235, 1.699, -1.729], [1.247, 0.856, -2.794], [0.970, -0.510, -2.763], [1.247, 3.993, -1.079], [1.258, 5.349, -1.429], [1.029, 6.310, -0.469], [0.810, 5.922, 0.844], [0.793, 4.575, 1.193], [0.993, 3.580, 0.251], [1.610, -4.599, -4.294], [2.680, -3.295, -3.775], [2.076, -3.338, -5.432], [-0.779, -4.013, -5.010], [-0.302, -2.595, -5.946], [-1.449, -2.427, -4.612], [-0.211, -4.271, -2.709], [-0.760, -2.657, -2.282], [0.869, -3.193, -1.838], [1.343, -1.150, -6.054], [1.809, 1.239, -6.125], [0.746, -0.942, -1.804], [1.430, 5.630, -2.460], [1.008, 7.356, -0.742], [0.638, 6.671, 1.604], [0.588, 4.316, 2.222], [-3.516, -3.136, -0.163], [-3.007, -2.418, 1.097], [-3.702, -3.008, 2.329], [-1.616, -2.573, 1.205], [-1.004, -1.434, 0.637], [-2.007, -0.312, 0.972], [-3.241, -1.013, 1.046], [-2.084, 0.936, 0.028], [-0.940, 1.683, 0.177], [-3.287, 1.836, 0.413], [-3.595, 2.913, -0.417], [-4.689, 3.718, -0.161], [-5.495, 3.470, 0.937], [-5.170, 2.432, 1.791], [-4.067, 1.631, 1.541], [-2.376, 0.587, -1.438], [-3.379, -0.305, -1.794], [-3.640, -0.572, -3.129], [-2.955, 0.100, -4.129], [-2.026, 1.065, -3.780], [-1.740, 1.298, -2.447], [0.468, -1.295, 1.126], [1.018, -0.195, 0.531], [0.683, -1.298, 2.645], [-0.289, -1.499, 3.611], [0.061, -1.577, 4.951], [1.381, -1.461, 5.343], [2.357, -1.251, 4.385], [2.010, -1.172, 3.052], [1.272, -2.545, 0.699], [0.902, -3.825, 1.091], [1.701, -4.909, 0.773], [2.888, -4.728, 0.083], [3.270, -3.454, -0.296], [2.466, -2.369, 0.010], [-3.361, -4.205, -0.036], [-2.961, -2.801, -1.035], [-4.573, -2.936, -0.308], [-3.442, -4.059, 2.431], [-4.776, -2.905, 2.200], [-3.404, -2.480, 3.231], [-0.958, -1.532, -0.461], [-1.755, 0.097, 1.963], [-2.984, 3.118, -1.283], [-4.921, 4.536, -0.829], [-6.364, 4.081, 1.127], [-5.779, 2.237, 2.661], [-3.853, 0.826, 2.223], [-3.966, -0.773, -1.023], [-4.391, -1.307, -3.386], [-3.167, -0.114, -5.167], [-1.528, 1.650, -4.540], [-1.044, 2.067, -2.161], [-1.324, -1.620, 3.341], [-0.707, -1.738, 5.694], [1.651, -1.537, 6.386], [3.395, -1.158, 4.669], [2.771, -1.018, 2.301], [-0.017, -3.977, 1.632], [1.395, -5.902, 1.065], [3.509, -5.576, -0.158], [4.205, -3.294, -0.814], [2.750, -1.370, -0.286]], "forces_ev_per_a": [[-1.1, -0.2, -0.2], [1.0, 0.1, 0.4], [-1.2, 0.1, -0.1], [0.5, 0.1, -1.3], [-2.7, 0.3, 1.9], [1.6, 0.0, 0.1], [-0.3, 0.1, -0.1], [1.9, -0.1, -2.6], [-1.2, 0.1, 0.4], [-0.1, -0.1, -1.3], [0.5, 0.1, 1.1], [-0.2, 0.0, -0.2], [1.9, -0.3, 1.9], [-0.1, 0.0, 0.0], [0.0, 0.0, 0.1], [0.1, 0.0, 0.1], [0.0, 0.0, -0.1], [0.0, 0.0, 0.1], [0.1, 0.0, 0.0], [0.0, 0.0, -0.1], [-0.1, 0.0, 0.0], [-0.2, 0.1, 0.1], [-0.1, -0.2, 0.0], [0.2, 0.1, 0.1], [0.2, 0.1, -0.2], [0.0, 0.1, 0.1], [0.1, 0.2, -0.1], [0.0, -0.1, -0.1], [0.0, 0.1, 0.6], [-0.1, -0.4, 0.4], [0.0, -1.1, -0.9], [0.1, 1.1, 0.9], [0.3, -0.3, -1.2], [0.1, 0.0, 0.0], [-0.2, 1.1, 1.1], [0.1, -0.5, -0.2], [0.0, 0.2, 0.0], [0.0, -0.1, 0.2], [0.0, 0.5, -0.2], [0.3, 1.4, -0.7], [0.0, -0.2, 0.0], [0.1, 0.0, 0.1], [0.1, 0.0, -0.1], [0.0, -0.1, 0.0], [0.0, 0.0, -0.2], [-0.1, 0.1, 0.0], [0.0, -0.2, 0.0], [-0.1, 0.1, 0.1], [0.1, 0.0, 0.1], [0.0, -0.2, -0.1], [0.0, 0.0, -0.2], [0.0, -0.1, 0.2], [0.0, 0.1, -0.1], [0.0, 0.0, 0.0], [0.0, 0.1, 0.1], [0.0, 0.0, 0.1], [0.3, 0.3, 0.3], [-0.5, -0.5, 0.0], [0.4, 0.3, -0.3], [-0.3, -0.2, 0.2], [0.4, 0.5, -0.4], [0.6, 0.3, 0.1], [-0.1, -0.2, 0.0], [-1.1, -0.4, -0.1], [-0.7, 0.2, 0.1], [0.2, -0.1, 0.2], [-0.1, 0.1, 0.1], [0.1, 0.1, -0.1], [-0.1, 0.0, 0.1], [-0.1, 0.1, 0.1], [0.0, 0.0, 0.0], [0.4, 0.0, 0.0], [0.0, -0.1, -0.1], [0.0, -0.1, 0.0], [0.0, 0.0, -0.1], [0.0, 0.0, -0.1], [-0.1, 0.0, 0.1], [-0.1, -0.3, 0.0], [0.3, -1.4, -0.2], [-0.1, 0.1, -0.1], [-0.1, 0.0, 0.1], [0.0, 0.0, 0.2], [-0.1, -0.1, 0.2], [0.1, -0.1, -0.2], [-0.1, 0.0, 0.3], [-0.1, 0.1, -0.2], [0.0, -0.1, -0.1], [0.0, -0.1, 0.0], [0.1, -0.1, -0.1], [0.1, 0.0, 0.0], [-0.1, 0.1, 0.0], [0.0, -0.1, 0.0], [0.0, 0.0, -0.1], [-0.1, 0.0, -0.1], [0.0, -0.1, 0.0], [-0.1, 0.0, 0.0], [0.0, 0.1, 0.1], [0.1, 0.0, 0.2], [-0.1, 0.0, -0.1], [0.0, 0.0, 0.0], [0.0, 0.1, 0.0], [-0.1, 0.1, 0.0], [-0.1, 0.0, 0.1], [0.0, -0.1, 0.0], [0.0, 0.0, 0.0], [-0.1, 0.0, 0.0], [0.0, 0.0, -0.1], [0.1, 0.0, -0.1], [0.1, 0.1, 0.0], [-0.1, 0.0, -0.1], [-0.1, 0.0, 0.1], [0.0, 0.0, 0.1], [0.1, 0.0, 0.1], [0.1, 0.0, -0.1], [0.0, 0.0, 0.1], [0.0, -0.1, 0.1], [0.1, -0.1, 0.0], [0.1, 0.0, -0.1], [0.0, 0.1, 0.0]], "lowdin_charge": [0.817, -0.020, -0.043, -0.006, -0.195, 0.094, -0.101, -0.167, 0.005, -0.041, -0.022, -0.089, 0.071, 0.112, 0.115, 0.107, 0.120, 0.105, 0.112, 0.109, 0.110, -0.035, -0.539, -0.039, -0.038, -0.151, -0.028, -0.081, -0.463, 1.113, -0.518, 0.036, -0.298, 0.065, -0.243, -0.054, -0.093, -0.081, -0.094, -0.140, 0.084, 0.085, 0.077, 0.086, 0.073, 0.075, 0.094, 0.073, 0.065, 0.108, 0.107, 0.093, 0.089, 0.100, 0.098, 0.081, 0.019, -0.561, 0.025, -0.035, -0.138, -0.146, -0.038, -0.364, -0.169, -0.108, -0.010, -0.075, -0.100, -0.083, -0.025, -0.123, -0.023, -0.072, -0.094, -0.063, -0.042, -0.400, -0.230, -0.117, -0.019, -0.079, -0.103, -0.083, -0.029, -0.148, -0.014, -0.073, -0.098, -0.086, -0.055, 0.093, 0.067, 0.093, 0.091, 0.090, 0.079, 0.143, 0.136, 0.114, 0.101, 0.097, 0.099, 0.105, 0.102, 0.104, 0.101, 0.106, 0.101, 0.096, 0.103, 0.100, 0.107, 0.119, 0.114, 0.100, 0.095, 0.100, 0.106], "spin_multiplicity": 5, "homo_energy_ev": [-7.2, -7.9], "charge": 0, "s_squared": 6.013, "fmax_ev_per_a": 3.3}

No. 2
{"formula": "C58H52OP3PbSSi", "method": "the ωB97M-V functional and the def2-TZVPD basis", "elements": ["Pb", "C", "C", "C", "C", "C", "C", "P", "C", "C", "C", "C", "C", "C", "C", "C", "C", "C", "C", "C", "Si", "C", "C", "C", "C", "C", "C", "P", "C", "C", "C", "C", "C", "C", "C", "C", "C", "C", "C", "C", "C", "C", "C", "C", "C", "C", "P", "C", "C", "C", "C", "C", "C", "C", "C", "C", "C", "C", "C", "H", "H", "H", "H", "H", "H", "H", "H", "H", "H", "H", "H", "H", "H", "H", "H", "H", "H", "H", "H", "H", "H", "H", "H", "H", "H", "H", "H", "H", "H", "H", "H", "H", "H", "H", "H", "H", "H", "H", "H", "H", "H", "C", "C", "S", "O", "C", "C", "H", "H", "H", "H", "H", "H", "H", "H", "H", "H"], "positions_angstrom": [[-0.332, 0.089, 0.617], [4.687, 4.651, 0.510], [4.779, 3.321, 0.120], [3.633, 2.601, -0.165], [2.384, 3.213, -0.059], [2.288, 4.542, 0.352], [3.444, 5.257, 0.626], [0.930, 2.289, -0.634], [-0.524, 3.259, -0.123], [-1.503, 3.706, -1.004], [-2.596, 4.408, -0.512], [-2.733, 4.630, 0.849], [-1.774, 4.154, 1.737], [-0.672, 3.471, 1.254], [1.014, 2.475, -2.445], [1.087, 3.737, -3.022], [1.044, 3.867, -4.403], [0.934, 2.741, -5.210], [0.899, 1.478, -4.641], [0.957, 1.337, -3.250], [1.123, -0.361, -2.525], [2.746, -1.073, -1.943], [3.744, -1.152, -2.923], [4.877, -1.922, -2.720], [5.021, -2.649, -1.545], [4.057, -2.552, -0.554], [2.933, -1.749, -0.736], [1.804, -1.582, 0.686], [2.825, -0.906, 2.018], [4.051, -0.291, 1.765], [4.764, 0.276, 2.810], [4.258, 0.241, 4.101], [3.028, -0.354, 4.352], [2.302, -0.914, 3.315], [1.354, -3.295, 1.068], [1.757, -3.971, 2.216], [1.415, -5.306, 2.374], [0.682, -5.964, 1.397], [0.276, -5.289, 0.253], [0.608, -3.956, 0.089], [0.098, -1.685, -3.345], [0.602, -2.321, -4.482], [-0.137, -3.308, -5.116], [-1.374, -3.681, -4.611], [-1.885, -3.056, -3.481], [-1.160, -2.048, -2.857], [-1.796, -1.102, -1.428], [-3.032, -2.136, -0.596], [-4.290, -2.327, -1.176], [-5.190, -3.194, -0.581], [-4.851, -3.857, 0.593], [-3.620, -3.635, 1.192], [-2.711, -2.770, 0.603], [-2.759, 0.255, -2.156], [-2.577, 0.688, -3.467], [-3.378, 1.706, -3.966], [-4.349, 2.291, -3.165], [-4.510, 1.879, -1.848], [-3.710, 0.871, -1.338], [5.583, 5.219, 0.722], [5.751, 2.853, 0.036], [3.708, 1.566, -0.484], [1.323, 5.019, 0.457], [3.369, 6.294, 0.926], [-1.405, 3.528, -2.068], [-3.341, 4.789, -1.197], [-3.587, 5.179, 1.223], [-1.877, 4.331, 2.799], [0.107, 3.135, 1.934], [1.169, 4.616, -2.394], [1.085, 4.851, -4.851], [0.894, 2.846, -6.286], [0.838, 0.606, -5.284], [3.632, -0.609, -3.858], [5.643, -1.964, -3.483], [5.886, -3.280, -1.397], [4.180, -3.096, 0.375], [4.461, -0.272, 0.764], [5.722, 0.738, 2.614], [4.824, 0.677, 4.914], [2.642, -0.385, 5.363], [1.331, -1.360, 3.503], [2.344, -3.473, 2.976], [1.733, -5.836, 3.262], [0.431, -7.009, 1.525], [-0.294, -5.799, -0.513], [0.315, -3.425, -0.813], [1.581, -2.055, -4.869], [0.262, -3.794, -5.997], [-1.944, -4.463, -5.095], [-2.843, -3.366, -3.089], [-4.564, -1.789, -2.075], [-6.160, -3.351, -1.034], [-5.557, -4.539, 1.048], [-3.363, -4.136, 2.116], [-1.755, -2.585, 1.080], [-1.842, 0.214, -4.106], [-3.259, 2.026, -4.993], [-4.989, 3.061, -3.574], [-5.270, 2.331, -1.225], [-3.847, 0.532, -0.316], [-4.074, -0.319, 3.520], [-3.050, -0.187, 4.638], [-1.568, 0.644, 4.000], [-0.917, -0.376, 3.068], [-0.565, 0.649, 5.513], [-1.000, 1.795, 6.420], [-4.976, -0.805, 3.888], [-3.673, -0.925, 2.704], [-4.357, 0.662, 3.135], [-2.745, -1.155, 5.034], [-3.425, 0.445, 5.445], [0.460, 0.787, 5.168], [-0.653, -0.330, 5.986], [-0.892, 2.757, 5.918], [-0.387, 1.813, 7.319], [-2.038, 1.690, 6.734]], "forces_ev_per_a": [[-0.4, 0.2, 0.8], [-0.1, 0.0, 0.0], [0.1, 0.0, 0.0], [0.0, 0.0, 0.0], [-0.2, -0.3, 0.2], [0.0, 0.0, 0.0], [0.0, 0.0, 0.0], [0.2, 0.8, -0.8], [0.1, -0.2, 0.2], [0.1, 0.0, -0.1], [0.0, 0.0, 0.0], [0.0, 0.0, 0.0], [0.1, 0.0, 0.0], [0.0, 0.0, -0.1], [0.0, -0.1, 0.1], [0.1, 0.0, 0.0], [0.0, 0.0, 0.0], [0.1, 0.0, 0.0], [0.0, -0.1, 0.0], [0.1, -0.4, 0.2], [0.0, -0.1, -0.1], [-0.2, 0.3, 0.0], [-0.2, 0.2, -0.1], [0.1, -0.1, 0.0], [0.0, 0.0, 0.0], [0.0, 0.0, 0.1], [-0.1, 0.1, 0.1], [0.7, -0.6, -0.2], [-0.3, 0.1, -0.1], [0.0, -0.1, 0.0], [0.0, 0.0, 0.0], [0.0, 0.0, 0.0], [0.0, 0.0, 0.0], [0.0, 0.0, -0.1], [-0.1, 0.2, 0.0], [0.0, 0.1, 0.0], [0.0, 0.0, 0.0], [0.0, 0.0, 0.0], [-0.1, 0.0, -0.1], [0.0, 0.1, 0.0], [0.1, 0.2, 0.2], [0.1, 0.1, 0.1], [0.0, 0.0, -0.1], [0.0, 0.0, 0.0], [0.0, 0.0, 0.0], [0.1, 0.1, 0.2], [-0.4, -0.3, -1.2], [0.3, 0.2, 0.3], [0.0, 0.0, 0.0], [0.0, 0.0, 0.0], [0.0, 0.0, 0.0], [0.1, 0.0, 0.1], [0.0, 0.1, -0.2], [0.1, 0.0, 0.3], [0.0, -0.1, 0.0], [0.0, 0.0, -0.1], [0.0, 0.0, 0.0], [0.0, 0.0, 0.0], [0.1, 0.0, 0.0], [0.0, 0.0, 0.0], [0.0, 0.0, 0.0], [0.0, 0.0, 0.0], [0.0, 0.0, 0.0], [0.0, 0.0, 0.0], [-0.1, 0.0, 0.0], [0.0, 0.0, 0.0], [0.0, 0.0, 0.0], [0.0, 0.0, 0.0], [-0.1, 0.0, 0.1], [0.0, 0.0, 0.0], [0.0, 0.0, 0.0], [0.0, 0.0, 0.0], [0.0, 0.0, 0.0], [0.1, 0.0, 0.0], [0.0, 0.0, 0.0], [0.0, 0.0, 0.0], [0.0, 0.0, 0.0], [0.0, 0.0, 0.0], [0.0, 0.0, 0.0], [0.0, 0.0, 0.0], [0.0, 0.0, 0.0], [0.0, 0.0, 0.1], [0.0, 0.0, 0.0], [0.0, 0.0, 0.0], [0.0, 0.0, 0.0], [0.0, 0.0, 0.0], [0.0, -0.1, 0.0], [0.0, -0.1, 0.0], [0.0, 0.0, 0.0], [0.0, 0.0, 0.0], [-0.1, 0.0, 0.0], [0.0, -0.1, 0.0], [0.0, 0.0, 0.0], [0.0, 0.0, 0.0], [0.0, 0.0, 0.0], [0.1, -0.1, 0.1], [0.0, 0.0, 0.0], [0.0, 0.0, 0.0], [0.0, 0.0, 0.0], [0.0, 0.0, 0.0], [-0.1, 0.0, 0.0], [0.1, 0.0, 0.0], [0.0, 0.3, -0.3], [-0.1, -0.3, 0.5], [0.1, -0.2, -0.1], [-0.2, 0.2, -0.1], [0.0, 0.0, 0.0], [0.0, 0.0, 0.0], [0.0, 0.0, 0.0], [0.0, 0.0, 0.0], [0.1, 0.0, 0.0], [0.0, 0.0, 0.0], [0.0, 0.0, -0.1], [0.0, 0.0, 0.0], [0.0, 0.0, 0.0], [0.0, 0.0, 0.0], [0.0, 0.0, 0.0]], "lowdin_charge": [1.065, -0.036, -0.054, -0.096, -0.351, -0.074, -0.040, 0.984, -0.430, -0.072, -0.052, -0.037, -0.053, -0.156, -0.370, -0.053, -0.011, -0.025, -0.071, -0.295, 0.895, -0.284, -0.077, -0.025, -0.015, -0.061, -0.374, 0.957, -0.363, -0.084, -0.045, -0.035, -0.057, -0.117, -0.363, -0.063, -0.041, -0.039, -0.051, -0.109, -0.303, -0.066, -0.026, -0.018, -0.038, -0.380, 0.957, -0.373, -0.085, -0.035, -0.034, -0.055, -0.114, -0.375, -0.073, -0.047, -0.048, -0.062, -0.103, 0.123, 0.118, 0.087, 0.109, 0.122, 0.106, 0.119, 0.122, 0.117, 0.109, 0.125, 0.129, 0.127, 0.112, 0.115, 0.128, 0.129, 0.128, 0.097, 0.120, 0.123, 0.115, 0.091, 0.106, 0.122, 0.122, 0.118, 0.088, 0.111, 0.127, 0.127, 0.108, 0.121, 0.124, 0.123, 0.121, 0.073, 0.101, 0.119, 0.122, 0.122, 0.110, -0.123, -0.364, 0.921, -0.752, -0.377, -0.117, 0.091, 0.049, 0.079, 0.106, 0.095, 0.071, 0.103, 0.078, 0.092, 0.073], "spin_multiplicity": 1, "homo_energy_ev": -15.5, "charge": 3, "fmax_ev_per_a": 1.3}

no.,E (eV)
1,-122112.8899
2,-114842.5951